Below is one molecule with the formula C17H14BrN3O5S, with properties calculated with ωB97M-V/def2-TZVPD.

Each line ends with the natural charge from an NBO analysis.
Element x y z (Å)
C  -0.68179  -1.19373  4.48314  -0.255
O  -1.61368  -0.26390  3.97330  -0.481
C  -1.17585  0.72717  3.17248  0.332
C  0.16591  0.97694  2.87752  -0.274
C  0.49867  2.01332  2.02552  -0.148
C  -0.49718  2.79221  1.47360  -0.372
S  -0.05748  3.97770  0.23324  2.319
O  -1.17500  4.76268  -0.17375  -0.894
O  1.17060  4.66521  0.52990  -0.947
N  0.37026  2.88558  -1.03049  -0.458
N  -0.24337  1.67799  -0.98541  -0.330
C  0.50610  0.87676  -1.71396  0.449
O  0.12651  -0.42987  -1.77139  -0.471
C  0.77280  -1.34180  -2.50582  0.781
O  1.66452  -1.12387  -3.28393  -0.565
C  0.20437  -2.69861  -2.26306  -0.133
C  0.12590  -3.55959  -3.35613  -0.161
C  -0.40817  -4.82662  -3.22556  -0.219
C  -0.86210  -5.25643  -1.98851  -0.176
C  -0.76589  -4.42662  -0.88589  -0.244
C  -0.23587  -3.15313  -1.02265  -0.053
Br  -0.06306  -2.10657  0.55320  0.073
C  1.63080  1.53248  -2.24919  -0.444
C  1.51923  2.82436  -1.76670  0.378
N  2.27628  3.93542  -1.97441  -0.800
C  -1.83140  2.56814  1.76019  -0.131
C  -2.16870  1.54646  2.61899  -0.256
H  -0.14842  -1.70012  3.67380  0.182
H  -1.27079  -1.91919  5.04128  0.206
H  0.03367  -0.71386  5.15737  0.179
H  0.94800  0.36076  3.28893  0.221
H  1.52872  2.21962  1.78023  0.234
H  0.49086  -3.20268  -4.30722  0.235
H  -0.46866  -5.47770  -4.08357  0.222
H  -1.28223  -6.24406  -1.87492  0.221
H  -1.09659  -4.76304  0.08469  0.231
H  2.39074  1.12477  -2.87965  0.257
H  3.21689  3.76341  -2.29201  0.394
H  2.17875  4.63991  -1.25409  0.418
H  -2.57616  3.19324  1.29584  0.246
H  -3.19719  1.33726  2.86510  0.233

Output
Highest occupied orbital energy = -8.4 eV
Energy above the lowest of the compared OMol25 structures with the same formula, charge and spin = 1.4190 eV
Spin multiplicity = 1
SMILES = COc1ccc(S(=O)(=O)n2nc(OC(=O)c3ccccc3Br)cc2N)cc1